--- a ---
3 unconnected molecules or ions with the total composition C3H11NOS2. Source: OMol25; level of theory: wB97M-V/def2-TZVPD.

Results
spin multiplicity = 1
molecular weight = 141.3 g mol⁻¹
HOMO level = -8.26 eV
lowest unoccupied orbital energy = -4.26 eV

```
18
Properties=species:S:1:pos:R:3:mulliken_charge:R:1
N -0.6058 -1.4555 -1.2692 -0.53
C -0.9823 -0.0770 -1.0918 0.24
C 0.0235 0.8980 -1.6387 -1.13
C -1.2417 0.2884 0.3933 -0.47
S -1.9331 -0.8680 1.4518 0.01
S 2.2477 -0.6001 0.2813 -0.50
H 0.3602 -1.6041 -0.9923 0.26
H -1.1846 -2.0392 -0.6606 0.27
H -1.9275 0.0792 -1.6012 0.31
H -0.1545 1.2325 -2.6531 0.35
H 0.0940 1.7571 -0.9906 0.34
H 0.9839 0.4263 -1.6891 0.25
H -0.2020 0.4444 0.8168 0.08
H -1.7594 1.2389 0.5214 0.41
H 3.4489 -0.0729 0.0201 0.12
H 1.2816 -0.0031 2.3103 0.27
H 0.9436 0.0590 3.8298 0.30
O 0.6075 0.2962 2.9617 -0.57
```



--- b ---
2 unconnected molecules or ions with the total composition C3H11NOS2. Source: OMol25; level of theory: wB97M-V/def2-TZVPD.

Results
spin multiplicity = 1
molecular weight = 141.3 g mol⁻¹
HOMO level = -8.64 eV
lowest unoccupied orbital energy = 0.53 eV

```
18
Properties=species:S:1:pos:R:3:mulliken_charge:R:1
N -1.7089 0.4353 2.0775 -0.67
C -1.9959 1.0470 0.7566 -0.46
C -0.7122 1.5660 0.1252 -0.52
S -0.3763 0.7565 -1.5265 -0.11
S 0.6696 -0.9230 -1.0214 -0.11
C 2.3278 -0.3494 -0.5086 -0.90
H -1.1497 1.0908 2.6021 0.26
H -1.2185 -0.4377 1.9289 0.26
H -2.5706 0.3579 0.1585 0.38
H -2.6977 1.9092 0.8864 0.29
H -0.7408 2.6534 -0.0163 0.35
H 0.1658 1.4263 0.7579 0.27
H 2.5804 0.4437 -1.2205 0.32
H 2.2685 0.0316 0.5260 0.30
H 3.0774 -1.1456 -0.5764 0.37
H 0.9596 -1.8899 0.9843 0.26
H 1.8621 -2.1102 2.1671 0.31
O 0.9491 -1.9120 1.9674 -0.60
```



--- c ---
2 unconnected molecules or ions with the total composition C3H11NOS2. Source: OMol25; level of theory: wB97M-V/def2-TZVPD.

Results
spin multiplicity = 1
molecular weight = 141.3 g mol⁻¹
HOMO level = -8.84 eV
lowest unoccupied orbital energy = 0.22 eV

```
18
Properties=species:S:1:pos:R:3:mulliken_charge:R:1
S -3.8011 -0.3993 -0.6259 -0.25
S -1.9460 -0.0355 0.3176 -0.09
C -0.8681 0.2224 -1.2538 -0.71
C 0.7042 0.2431 -0.9411 -0.61
N 1.0863 1.2002 0.1718 -0.38
C 2.5298 1.3281 0.2896 -0.77
H -4.6516 0.5203 -0.1252 0.15
H -1.2258 0.9369 -1.8764 0.57
H -0.9032 -0.6567 -1.8934 0.41
H 1.0064 -0.9166 -0.7978 0.25
H 1.2670 0.6258 -1.8814 0.35
H 0.8387 0.6309 0.9173 0.26
H 2.8630 0.6236 1.0492 0.29
H 3.2613 1.0685 -0.6253 0.25
H 2.6673 2.3872 0.6396 0.26
H -1.4968 -2.7360 2.7203 0.30
H -0.4259 -2.1176 1.8664 0.30
O -0.9056 -2.9253 2.0487 -0.60
```



--- d ---
2 unconnected molecules or ions with the total composition C3H11NOS2. Source: OMol25; level of theory: wB97M-V/def2-TZVPD.

Results
spin multiplicity = 1
molecular weight = 141.3 g mol⁻¹
HOMO level = -8.46 eV
lowest unoccupied orbital energy = 0.28 eV

```
18
Properties=species:S:1:pos:R:3:mulliken_charge:R:1
S -0.6293 1.9574 -1.2084 -0.30
S 0.6298 1.1804 0.3404 -0.03
C 1.2922 -0.2674 -0.6010 -1.03
C 0.4630 -1.5187 -0.5648 -0.26
N 0.6331 -2.1606 0.6500 -0.32
C 1.1473 -3.4370 0.6310 -1.00
H -0.7708 3.3156 -0.9426 0.17
H 2.2874 -0.2178 -0.1875 0.34
H 1.3461 0.0317 -1.6378 0.46
H -0.5405 -1.3401 -0.9365 0.41
H 1.0015 -2.1109 -1.2357 0.33
H -0.3749 -2.3090 0.9600 0.22
H 2.1682 -3.5674 0.2589 0.34
H 1.1264 -3.9620 1.6837 0.28
H 0.6585 -4.2157 -0.0004 0.37
H -2.7928 1.8517 1.8345 0.30
H -2.5380 0.9358 0.6265 0.32
O -2.9281 0.9806 1.5153 -0.60
```



The structure with the least stability is a.



--- a ---
2 unconnected molecules or ions with the total composition C3H11NOS2. Source: OMol25; level of theory: wB97M-V/def2-TZVPD.

Results
spin multiplicity = 1
molecular weight = 141.3 g mol⁻¹
HOMO level = -8.01 eV
lowest unoccupied orbital energy = 0.62 eV

```
18
Properties=species:S:1:pos:R:3:mulliken_charge:R:1
N -0.8583 -1.4036 1.2530 -0.58
C -0.8119 -1.8858 -0.1125 -0.41
C -1.4462 -1.0217 -1.2173 -0.68
S -1.2323 0.8111 -0.9383 -0.12
S 0.6469 1.1208 -0.2124 -0.05
C 1.8177 0.4476 -1.4056 -0.75
H -1.5256 -0.6546 1.3394 0.25
H 0.0442 -1.1789 1.6167 0.31
H -1.3062 -2.8633 -0.1991 0.29
H 0.2259 -2.0584 -0.4055 0.21
H -2.5238 -1.1279 -1.3061 0.38
H -0.9059 -1.1790 -2.1444 0.33
H 1.3013 -0.0844 -2.1978 0.24
H 2.5974 -0.1112 -0.8948 0.25
H 2.3570 1.2608 -1.9005 0.33
H 1.7244 0.6939 3.8100 0.30
H 2.0324 -0.6933 3.2074 0.31
O 1.8547 0.2281 3.0000 -0.60
```



--- b ---
2 unconnected molecules or ions with the total composition C3H11NOS2. Source: OMol25; level of theory: wB97M-V/def2-TZVPD.

Results
spin multiplicity = 1
molecular weight = 141.3 g mol⁻¹
HOMO level = -8.97 eV
lowest unoccupied orbital energy = 0.56 eV

```
18
Properties=species:S:1:pos:R:3:mulliken_charge:R:1
N 0.2360 0.9327 -1.7996 -0.54
C 0.0616 -0.3245 -1.0708 0.42
C 0.0713 -1.5534 -1.9801 -1.53
C 1.1079 -0.4849 0.0218 -0.92
S 1.1580 0.9174 1.1824 -0.09
S 0.5411 0.0221 2.9508 -0.23
H 0.7692 0.7749 -2.6376 0.23
H -0.6457 1.3977 -1.9193 0.23
H -0.9066 -0.3071 -0.5561 0.32
H 1.0275 -1.6049 -2.4263 0.41
H -0.6242 -1.4027 -2.7878 0.38
H -0.1544 -2.4891 -1.4760 0.39
H 2.1045 -0.5246 -0.4377 0.33
H 0.9929 -1.4062 0.5795 0.46
H 1.7549 -0.3732 3.3594 0.15
H -4.3088 -0.6040 -3.7409 0.32
H -3.3566 -0.2803 -2.6356 0.31
O -4.3028 -0.3575 -2.8082 -0.64
```



The structure with the least stability is a.



--- a ---
2 unconnected molecules or ions with the total composition C3H11NOS2. Source: OMol25; level of theory: wB97M-V/def2-TZVPD.

Results
spin multiplicity = 1
molecular weight = 141.3 g mol⁻¹
HOMO level = -8.92 eV
lowest unoccupied orbital energy = 0.20 eV

```
18
Properties=species:S:1:pos:R:3:mulliken_charge:R:1
N 1.0240 -1.1575 -0.0388 -0.66
C 0.7210 -0.1071 -0.9847 0.04
C 1.9948 0.7204 -1.2118 -1.35
C -0.3964 0.8741 -0.5024 -0.79
S -2.0040 0.0766 -0.3806 -0.09
S -3.1219 1.6938 0.5257 -0.22
H 0.2515 -1.7300 0.2737 0.31
H 1.3323 -0.6667 0.7966 0.30
H 0.4005 -0.4894 -1.9613 0.38
H 1.9885 1.4553 -0.3982 0.32
H 2.8854 0.1050 -1.1218 0.39
H 1.9794 1.2656 -2.1524 0.36
H -0.0404 1.2861 0.4501 0.41
H -0.3883 1.7333 -1.1794 0.47
H -3.5321 0.9602 1.5810 0.16
H -1.1792 -1.2575 1.9504 0.30
H -0.5645 -2.5595 2.3706 0.31
O -1.3508 -2.2025 1.9833 -0.64
```



--- b ---
A molecular structure, C3H11NOS2. Source: OMol25; level of theory: wB97M-V/def2-TZVPD.

Results
spin multiplicity = 1
molecular weight = 141.3 g mol⁻¹
HOMO level = -8.13 eV
lowest unoccupied orbital energy = -0.01 eV

```
18
Properties=species:S:1:pos:R:3:mulliken_charge:R:1
N -1.7324 -1.7131 0.1376 -0.67
C -0.5349 -0.9809 0.5139 -0.30
C -0.6252 0.4268 -0.0244 -0.90
S 1.1844 1.4356 -0.8206 -0.25
S 2.5502 -0.0796 -1.0344 -0.07
C 3.5752 0.1529 0.4298 -0.75
H -2.5189 -1.3018 0.6177 0.26
H -1.9328 -1.5161 -0.8586 0.29
H -0.4250 -1.0585 1.5911 0.31
H 0.3231 -1.5226 0.0894 0.27
H 0.0119 0.3710 -0.9575 0.11
H -1.1289 1.1609 0.5662 0.74
H 2.9660 0.2732 1.3248 0.26
H 4.2312 -0.7100 0.5443 0.31
H 4.1885 1.0397 0.3213 0.30
H -3.7765 1.9586 -1.1024 0.31
H -2.7065 0.9948 -0.5744 0.44
O -3.6494 1.0691 -0.7640 -0.66
```



The structure with the least stability is b.



--- a ---
2 unconnected molecules or ions with the total composition C4H10O3. Source: OMol25; level of theory: wB97M-V/def2-TZVPD.

Results
spin multiplicity = 1
total charge = -2
molecular weight = 106.1 g mol⁻¹
HOMO level = -0.32 eV
lowest unoccupied orbital energy = 5.46 eV

```
17
Properties=species:S:1:pos:R:3:mulliken_charge:R:1
C 0.0586 -0.6795 0.3677 -0.36
C -0.8360 -1.8893 0.1128 -0.54
C -2.0950 -2.0713 1.0040 -0.43
O -2.3584 -3.3736 1.2493 -0.92
C 1.0299 -0.4850 -0.7669 -0.48
O 1.8607 0.6631 -0.6784 -0.52
H -0.4834 0.2756 0.4709 0.27
H 0.5891 -0.7765 1.3247 0.34
H -0.2202 -2.7688 0.3148 0.20
H -1.0990 -1.9276 -0.9483 0.29
H -2.9474 -1.6337 0.4278 0.11
H -1.9367 -1.5017 1.9462 0.18
H 0.4569 -0.3488 -1.6808 0.28
H 1.6143 -1.4064 -0.8944 0.26
H 2.2124 0.7306 0.2151 0.30
H 1.8355 6.1445 -1.1833 0.16
O 2.0289 7.0623 -0.9486 -1.16
```



--- b ---
2 unconnected molecules or ions with the total composition C4H10O3. Source: OMol25; level of theory: wB97M-V/def2-TZVPD.

Results
spin multiplicity = 1
total charge = -2
molecular weight = 106.1 g mol⁻¹
HOMO level = 0.29 eV
lowest unoccupied orbital energy = 7.05 eV

```
17
Properties=species:S:1:pos:R:3:mulliken_charge:R:1
C -0.8098 -2.2619 -1.2693 -0.42
O -0.3462 -3.0902 -2.2233 -0.92
C 0.2290 -1.2071 -0.7274 -0.40
C -0.3333 0.1301 -0.2856 -0.25
C 0.7415 1.1862 0.0863 -0.60
O 0.1943 2.3672 0.5787 -0.66
H -1.6833 -1.6119 -1.5658 0.17
H -1.1719 -2.8147 -0.3449 0.09
H 0.8624 -1.0162 -1.6018 0.15
H 0.9033 -1.6937 -0.0200 0.37
H -0.8339 0.5384 -1.1557 0.18
H -1.0511 0.1493 0.5547 0.21
H 1.2873 1.3897 -0.8322 0.26
H 1.4458 0.7502 0.8173 0.26
H 0.3599 2.5238 1.7024 0.38
H -0.2928 2.0554 3.2289 0.20
O 0.4990 2.6055 3.0578 -1.03
```



The structure with the least stability is a.



--- a ---
2 unconnected molecules or ions with the total composition C2H5O3. Source: OMol25; level of theory: wB97M-V/def2-TZVPD.

Results
spin multiplicity = 1
total charge = -1
molecular weight = 77.1 g mol⁻¹
HOMO level = -4.44 eV
lowest unoccupied orbital energy = 4.40 eV

```
10
Properties=species:S:1:pos:R:3:mulliken_charge:R:1
C -1.4505 -0.8109 -1.4910 -0.52
O -0.5295 -1.4416 -0.6274 -0.50
H -2.2923 -1.4809 -1.6777 0.22
H -1.0047 -0.5833 -2.4535 0.22
H -1.7838 0.1273 -1.0510 0.22
O 0.0184 1.4499 0.2744 -0.66
C 0.7702 0.8767 1.0906 0.06
O 1.4600 -0.1496 0.9182 -0.70
H 0.8436 1.3328 2.1166 0.36
H 0.1166 -0.7582 -0.3465 0.31
```



--- b ---
2 unconnected molecules or ions with the total composition C2H5O3. Source: OMol25; level of theory: wB97M-V/def2-TZVPD.

Results
spin multiplicity = 1
total charge = -1
molecular weight = 77.1 g mol⁻¹
HOMO level = -4.38 eV
lowest unoccupied orbital energy = 4.32 eV

```
10
Properties=species:S:1:pos:R:3:mulliken_charge:R:1
C 0.4165 1.7566 0.6270 -0.62
O 0.5889 0.3803 0.9015 -0.56
H -0.1949 2.1328 1.4200 0.23
H 1.3025 2.3788 0.4836 0.23
H -0.1330 1.9110 -0.3237 0.22
H 0.1783 -0.2295 0.2282 0.54
O -0.3451 -2.6547 0.2647 -0.62
C -0.5227 -2.0636 -0.8152 -0.03
O -0.5064 -0.8227 -1.1168 -0.72
H -0.7840 -2.7890 -1.6694 0.33
```



--- c ---
2 unconnected molecules or ions with the total composition C2H5O3. Source: OMol25; level of theory: wB97M-V/def2-TZVPD.

Results
spin multiplicity = 1
total charge = -1
molecular weight = 77.1 g mol⁻¹
HOMO level = -3.83 eV
lowest unoccupied orbital energy = 4.16 eV

```
10
Properties=species:S:1:pos:R:3:mulliken_charge:R:1
O 2.1614 -0.5884 0.7579 -0.69
H 1.7463 -0.9965 1.5512 0.28
H 1.4699 0.0116 0.3971 0.42
O -0.1846 1.9719 -0.2055 -0.72
O 0.4767 0.4526 -1.6811 -0.69
C -0.2779 0.8428 -0.7384 0.32
C -1.1971 -0.2144 -0.1472 -0.44
H -0.5966 -0.6938 0.6440 0.05
H -1.4839 -0.9823 -0.8853 0.23
H -2.1142 0.1966 0.3073 0.24
```



The structure with the least stability is b.



--- a ---
A gas-phase ion, C2H2N3S2 (charge +1). Source: OMol25; level of theory: wB97M-V/def2-TZVPD.

Results
spin multiplicity = 1
total charge = +1
molecular weight = 132.2 g mol⁻¹
HOMO level = -13.64 eV
lowest unoccupied orbital energy = -6.48 eV

```
9
Properties=species:S:1:pos:R:3:mulliken_charge:R:1
C 1.1321 -0.0524 2.4981 0.38
C -0.1233 0.2876 2.1024 0.14
N -0.5131 0.2942 -0.2133 0.00
N 0.3012 -0.4589 -2.3360 -0.39
N -0.7833 0.5227 0.9501 -0.11
S 2.5359 -0.4898 2.8615 -0.12
S 0.3224 0.7515 -1.4604 0.45
H -0.9484 0.6094 2.7936 0.33
H 0.5843 -0.4883 -3.2941 0.32
```



--- b ---
A molecular structure, C2H2N3S2. Source: OMol25; level of theory: wB97M-V/def2-TZVPD.

Results
spin multiplicity = 1
total charge = +1
molecular weight = 132.2 g mol⁻¹
HOMO level (spin up / spin down) = -13.37 / -13.36 eV
lowest unoccupied orbital energy (spin up / spin down) = -8.32 / -8.32 eV

```
9
Properties=species:S:1:pos:R:3:mulliken_charge:R:1
C 1.4443 0.4861 0.0985 0.66
C 2.7738 0.7489 -0.0002 -0.51
N -0.8986 0.1392 -0.0794 -0.59
N -3.6187 -1.0690 0.0836 -0.23
N 0.2800 0.3329 0.1010 0.69
S 3.9094 -0.4623 0.0574 0.05
S -2.2769 0.8690 0.0687 0.35
H 2.8731 1.8281 -0.2477 0.31
H -3.0220 -1.7316 0.5809 0.26
```



The structure with the least stability is b.